1.
Density functional theory data (wB97M-V/def2-TZVPD) for the molecule C13H18N2O3 at a distorted geometry.

Structure (XYZ):
```
36
Properties=species:S:1:pos:R:3:forces:R:3
C 4.0117 -0.0840 -0.8377 -1.0299 -4.4218 0.6959
O 4.2253 -0.9308 0.3785 4.4286 0.0862 -7.6995
C 3.7693 -0.4449 1.4765 -0.7029 1.2586 3.9868
C 2.3768 -0.9689 1.5378 -1.5197 8.1366 6.4734
N 1.5004 -0.0148 0.8170 -0.4328 -1.4368 -2.2407
C 1.0941 1.3323 1.1234 1.8810 -9.4643 3.0868
O 1.3426 1.6165 2.2522 0.5019 3.6137 1.6471
C 0.1201 1.6938 0.2081 -5.6417 3.8375 -2.0608
N -0.5481 0.8100 -0.7821 1.1282 -1.4060 10.1439
C -0.7410 1.1303 -2.0437 6.7239 3.3055 -4.0635
C -0.9242 0.0493 -2.9690 -0.1325 -4.3406 6.1686
O -2.2140 -0.4951 -2.7157 -0.3184 0.5342 4.5367
C -2.3575 -0.4826 -1.2022 -5.5458 -6.0691 1.1595
C -3.4678 -1.5027 -0.7732 8.2777 7.5035 7.0138
C -3.8147 -1.4676 0.6733 -6.8082 -8.0336 -8.9264
C -2.9177 -0.9673 1.3279 3.9829 3.9743 15.1102
C -1.8014 -0.1894 1.2040 -4.1944 -3.6609 -5.1593
C -1.6030 0.0723 -0.0615 1.4927 0.2494 -11.0987
H 4.6377 -0.4864 -1.6399 -0.0808 -0.0342 0.2951
H 4.2049 0.9266 -0.7164 0.2248 1.9766 0.7219
H 2.9597 -0.3626 -0.9932 0.3611 1.0610 -0.9977
H 3.8438 0.6942 1.6191 -0.4171 -1.3813 -0.3024
H 4.4601 -0.8732 2.2082 -0.5323 0.0589 0.9415
H 2.1897 -1.9444 1.6115 -0.7154 -3.9427 -1.3799
H 2.1295 -0.7454 2.7433 0.1157 -0.2526 -2.4545
H 1.0474 -0.4161 -0.0091 0.3503 0.4207 0.4090
H 0.6109 2.4287 -0.2664 1.9488 2.7711 -3.0083
H -0.6087 2.5091 0.6907 0.8179 -2.1486 -0.3083
H 0.3470 1.7267 -2.3914 -2.5094 -1.7463 0.6683
H -1.3432 1.8839 -2.2771 -3.5143 3.3040 -0.5674
H -0.9641 0.3526 -3.8672 0.4454 1.8897 -6.8373
H -0.2141 -0.7475 -2.6647 0.1680 0.3246 -1.0272
H -4.0716 -1.6901 -1.4315 -6.3370 -2.9909 -7.2584
H -4.6254 -2.3402 1.0793 2.1295 3.1281 -1.0550
H -3.2333 -0.9757 2.5699 1.0349 -0.2956 -2.9916
H -1.2313 0.4043 1.6402 4.4196 4.1910 6.3784
```
Forces are in eV/Å.

Energy above the lowest of the compared OMol25 structures with the same formula, charge and spin: 14.386 eV
Calculated total energy: -22882.7030 eV
F_max: 16.1 eV/Å
Gap between HOMO and LUMO: 8.966 eV
SMILES string: COCCNC(=O)CN1CCOc2ccccc21
Charge: 0

2.
Density functional theory data (wB97M-V/def2-TZVPD) for the molecule CH2ClOP at a distorted geometry.

Structure (XYZ):
```
6
Properties=species:S:1:pos:R:3:forces:R:3
O -0.6473 -0.8622 1.7082 0.7078 -0.4207 0.0800
C -0.4920 -0.2271 0.7330 0.2081 0.3797 -0.8616
P 0.9981 0.4136 -0.2558 1.4644 -0.4242 2.3587
Cl -1.8765 0.6710 0.0699 -0.8008 0.3539 -0.1539
H 0.4021 0.6986 -1.3909 -1.5090 0.6365 -1.9570
H 1.6156 -0.6938 -0.8643 -0.0704 -0.5252 0.5338
```
Forces are in eV/Å.

Energy above the lowest of the compared OMol25 structures with the same formula, charge and spin: 0.487 eV
Calculated total energy: -24927.0928 eV
F_max: 2.8 eV/Å
Gap between HOMO and LUMO: 10.578 eV
SMILES string: O=C(P)Cl
Charge: 0

3.
Density functional theory data (wB97M-V/def2-TZVPD) for a structure of composition C30H35ClN2O8 at a distorted geometry.

Structure (XYZ):
```
76
Properties=species:S:1:pos:R:3:forces:R:3
C 3.5200 -0.3839 -4.3245 2.0825 0.4589 2.9842
C 3.6585 -0.9151 -2.7783 2.5101 -0.1923 -2.7535
N 3.4823 0.2691 -1.9128 3.4351 0.1728 2.1407
C 4.5713 0.9481 -1.2428 -3.1113 1.7347 2.4570
C 3.9529 1.7068 -0.1513 3.9630 -0.7566 -2.9673
N 2.6378 1.4771 -0.2806 -0.3485 -0.1366 2.2760
C 2.3945 0.5727 -1.2525 -4.2053 0.5545 1.2063
C 1.6871 2.0473 0.7743 0.3804 -0.0789 0.4105
H 2.5565 0.0530 -4.4691 -0.4674 0.6691 -0.0354
H 3.6081 -1.1833 -4.9624 -0.0822 -2.2513 -1.3882
H 4.4140 0.2311 -4.6151 -1.1234 0.0482 0.5838
H 4.8114 -1.5852 -2.6079 -3.8395 2.5170 -0.1935
H 2.8192 -1.5574 -2.5809 -0.0781 -0.5065 0.1931
H 5.5942 0.9954 -1.5431 0.1935 -0.4749 -0.3802
H 4.4664 2.4548 0.5850 -1.3617 -1.7490 -1.5927
H 1.2687 0.2400 -1.3356 2.4095 0.1406 -0.2695
H 0.8959 2.3374 0.1047 -1.0159 0.2731 0.7509
H 2.1560 2.9587 1.2785 -0.3812 -1.2129 -1.1899
H 1.3871 1.3567 1.6538 0.5120 0.5930 -2.0595
Cl -1.0181 -0.3646 0.0731 0.3061 0.1750 0.0781
C -5.3213 -1.1820 4.1491 5.2212 -3.4781 4.7673
C -5.4294 -1.8622 5.5756 2.7706 2.5889 -6.2755
C -4.3764 -2.3829 6.1849 3.6653 -0.3594 -2.0217
C -3.1074 -2.4640 5.3219 -4.6090 0.7432 1.3173
C -3.1109 -1.9602 4.0388 1.9540 -0.8589 1.1051
C -4.0930 -1.1642 3.4339 -3.6023 -2.9134 6.0250
O -4.0360 -0.6585 2.2893 -0.7726 2.5594 -4.1021
O -4.3738 -2.7014 7.5149 -0.6202 -3.4425 1.9523
H -6.2087 -0.8722 3.8737 -4.0176 1.9685 -2.0243
H -6.3502 -1.8463 5.9358 -3.8878 0.1636 1.9347
H -2.3808 -3.0845 5.7500 1.4246 -0.5614 0.1136
H -2.2313 -2.2602 3.4866 0.2413 0.3964 -0.4506
H -3.2689 -0.8558 1.7826 1.4276 -0.2352 -0.6703
H -4.6505 -3.6911 7.8255 0.9816 3.5042 -1.8185
C -2.7183 4.5126 -1.5774 -1.5645 4.9950 -0.1124
C -3.2113 5.8175 -0.9288 1.9236 -4.3871 2.4113
C -3.3456 5.8890 0.4942 -0.0730 -3.2393 -3.0427
C -3.1085 4.6722 1.2010 0.1265 2.8876 2.8241
C -2.6903 3.5724 0.6174 0.2880 -0.8333 -0.9793
C -2.5675 3.4640 -0.7751 -0.2757 -2.1539 -0.1106
O -2.4969 2.2408 -1.3886 1.5177 -1.2096 1.2550
O -3.9416 6.8004 1.2295 -0.4098 1.5927 1.4872
H -2.6282 4.4666 -2.7036 -0.1437 -0.0505 1.6200
H -3.2337 6.6359 -1.5270 -0.5241 2.4446 -1.6521
H -3.1175 4.6030 2.3570 -0.4266 0.7483 -2.0572
H -2.5483 2.8596 1.3700 0.4924 -2.0890 0.0005
H -2.0448 1.6050 -0.7523 -0.7415 0.4584 -0.9889
H -4.1613 7.6014 0.7751 -0.0727 0.5951 -0.6325
C 3.5229 -1.4937 1.7885 1.5964 -6.4309 2.1809
C 4.7697 -2.3892 1.8057 -8.6815 -1.1445 4.0084
C 4.6072 -3.6657 2.4205 -3.4576 1.9703 -0.7506
C 3.3640 -4.1102 2.9304 -0.1675 6.9379 -1.8511
C 2.2615 -3.2268 2.9583 3.2738 0.2214 -1.7173
C 2.2607 -1.9693 2.3525 5.9263 -1.3688 -1.8534
O 1.1897 -1.3002 2.3228 -2.3960 2.3046 3.5436
O 5.5742 -4.5300 2.3509 6.0317 6.2664 0.7990
H 3.7767 -0.5883 1.4524 -0.0891 3.6704 -1.4971
H 5.5869 -2.3303 1.2767 4.3407 1.3662 -2.6565
H 3.1074 -4.9227 3.4020 -0.1486 -4.9724 2.2568
H 1.3914 -3.5440 3.3803 -2.4014 -0.8620 1.0934
H 0.6101 -1.0194 1.6647 -1.2886 0.4096 -2.8782
H 5.3161 -5.3285 2.2364 -2.7799 -8.2525 -0.9563
C -0.7589 0.6638 -4.8953 -2.5899 3.7871 4.2863
C -0.8523 -0.1434 -3.7070 -1.1490 2.6519 0.3278
C -0.4245 -1.4380 -3.7052 0.3823 -1.2450 -0.2648
C 0.0467 -2.0214 -4.9153 0.7875 2.1015 0.3089
C 0.2436 -1.1440 -6.0012 0.0732 -3.1133 -0.3818
C -0.2243 0.1624 -6.0054 0.0230 -1.3204 -2.4943
O -0.5521 0.6835 -7.2324 -1.9638 1.7045 1.6952
O -0.4426 -2.1877 -2.5562 2.2154 -3.3099 -5.1581
H -1.2771 1.8437 -4.7383 1.6948 -3.8346 -1.0435
H -1.4076 0.3192 -2.7949 1.3085 -0.9517 -1.6118
H 0.3571 -3.0533 -4.9305 -0.0058 -0.1112 -0.1008
H 0.5757 -1.6294 -6.9742 -0.3989 0.8872 1.2333
H 0.0412 0.6245 -7.9291 2.1282 -0.5335 -1.5285
H -0.7744 -1.6751 -1.9238 -2.3350 3.3593 4.8848
```
Forces are in eV/Å.

Energy above the lowest of the compared OMol25 structures with the same formula, charge and spin: 0.040 eV
Calculated total energy: -63549.8788 eV
F_max: 9.6 eV/Å
Gap between HOMO and LUMO: 7.224 eV
Charge: 0

4.
Density functional theory data (wB97M-V/def2-TZVPD) for the molecule C3H8O.

Structure (XYZ):
```
12
Properties=species:S:1:pos:R:3:forces:R:3
C -1.1057 -0.6201 0.5138 -0.0377 -0.0279 0.0113
C -0.1481 0.2100 -0.3215 0.0658 -0.3438 -0.0478
C 1.3151 -0.1344 -0.0693 0.0409 -0.0253 0.0031
O -0.3943 1.5809 -0.0291 -0.0436 0.2117 -0.1702
H -2.1300 -0.2786 0.3388 0.1159 -0.1056 0.0264
H -1.0310 -1.6785 0.2459 -0.0115 0.1034 0.0775
H -0.8867 -0.5097 1.5810 0.0084 0.0030 -0.1306
H -0.3736 0.0331 -1.3822 0.0152 -0.0402 0.0683
H 1.5274 -1.1649 -0.3747 -0.0109 0.1186 0.0690
H 1.9726 0.5351 -0.6353 -0.1110 -0.1144 0.0634
H 1.5561 -0.0252 0.9940 -0.0627 -0.0107 -0.1453
H -0.3019 2.0524 -0.8613 0.0313 0.2311 0.1747
```
Forces are in eV/Å.

Energy above the lowest of the compared OMol25 structures with the same formula, charge and spin: 0.044 eV
Calculated total energy: -5288.1060 eV
F_max: 0.4 eV/Å
Gap between HOMO and LUMO: 11.253 eV
SMILES string: CC(C)O
Charge: 0

5.
Density functional theory data (wB97M-V/def2-TZVPD) for the ion C5H11N3 with charge +2 at a distorted geometry.

Structure (XYZ):
```
19
Properties=species:S:1:pos:R:3:forces:R:3
C 1.0615 -1.7278 -0.1046 -0.1932 -3.2468 0.4325
C -0.0266 -0.8566 -0.1468 -6.5850 -0.1916 -0.8328
N -1.7370 -1.0629 -0.2935 7.0158 -2.1635 0.8696
C -2.2041 0.1662 -0.1723 -1.7572 1.9248 -0.7753
N -1.2987 1.0703 -0.1494 -2.4512 1.6358 1.0069
N -0.0342 0.5190 -0.0179 0.2049 0.2753 -0.8721
C 0.7266 1.3004 -1.0555 0.5709 0.4379 -1.9866
C 0.5090 0.9199 1.2929 0.1377 0.7612 2.0346
H 2.0647 -1.5357 -0.4252 0.5505 1.4447 -0.3036
H 0.8390 -2.6675 -0.6647 -0.2937 0.2888 0.6067
H 1.1697 -2.0346 0.9844 -0.2274 -0.0136 -0.6065
H -2.1877 -1.9782 -0.1844 0.1179 0.2791 -0.1578
H -3.3220 0.4713 -0.2372 1.9732 -0.7632 0.1635
H 0.2422 1.0137 -2.0248 0.9881 0.4046 0.6053
H 0.4272 2.3010 -0.7872 0.0532 0.4229 -0.2702
H 1.8298 1.2392 -0.9612 -0.7703 -0.6326 -0.1718
H -0.0558 1.7447 1.7509 0.4218 0.0107 -0.7736
H 0.4338 0.1228 1.9466 -0.8382 -1.7900 1.5650
H 1.5627 0.9947 1.2499 1.0821 0.9156 -0.5338
```
Forces are in eV/Å.

Energy above the lowest of the compared OMol25 structures with the same formula, charge and spin: 7.832 eV
Calculated total energy: -9810.1106 eV
F_max: 7.4 eV/Å
Gap between HOMO and LUMO (alpha / beta): 8.345 / 8.344 eV
SMILES string: CC1=[NH+]C=N[N+]1(C)C
Charge: +2

6.
Density functional theory data (wB97M-V/def2-TZVPD) for a structure of composition C30H47Cl2N2PRuSe at a distorted geometry.

Structure (XYZ):
```
84
Properties=species:S:1:pos:R:3:forces:R:3
P 0.1618 -0.6731 -0.7978 0.1606 -0.4459 -1.7580
C 1.7780 -0.1822 -1.7256 -0.5143 -0.5343 0.4573
C 2.0296 -0.7641 -3.1235 -0.2908 0.1419 -0.1952
C 3.3754 -0.3036 -3.6999 0.1252 -0.0730 0.1514
C 3.6099 1.2070 -3.6314 -0.0828 0.1151 0.0847
C 3.2972 1.7851 -2.2472 -0.0409 -0.1478 -0.0052
C 1.9259 1.3363 -1.7363 0.0534 0.1121 0.0202
C -1.2750 0.1290 -1.7093 0.2707 -0.2958 -0.0027
C -1.1724 0.1760 -3.2432 -0.0538 0.0750 0.0652
C -2.4729 0.7132 -3.8463 -0.1472 0.1073 0.0502
C -2.8948 2.0721 -3.2685 0.0253 0.0677 0.0021
C -2.8649 2.1121 -1.7371 0.1761 -0.1837 0.0679
C -1.5735 1.5150 -1.1514 -0.2152 0.4115 -0.0751
C -0.0398 -2.4169 -1.4517 0.0118 0.2128 -0.2110
C 1.1226 -3.3477 -1.0830 0.0439 -0.0456 -0.1582
C 1.0927 -4.5695 -2.0162 -0.0268 0.1471 -0.0043
C -0.2539 -5.3051 -1.9871 -0.0075 -0.1236 0.2841
C -1.4815 -4.3868 -2.0400 0.1362 0.1934 -0.1047
C -1.3496 -3.1487 -1.1387 -0.1595 -0.1411 0.0364
H 2.5276 -0.6033 -1.0346 -0.0935 0.2630 -0.2281
H 1.2228 -0.4511 -3.8025 0.2842 -0.1051 0.0837
H 2.0203 -1.8621 -3.1111 -0.0209 0.2425 0.0188
H 3.4503 -0.6394 -4.7400 0.0570 -0.0167 0.0584
H 4.1805 -0.8053 -3.1478 -0.0465 0.0196 0.0026
H 4.6532 1.4258 -3.8837 -0.0727 -0.0105 -0.0934
H 2.9921 1.7125 -4.3854 -0.0347 -0.0527 0.0710
H 4.0657 1.4630 -1.5302 -0.1267 -0.0033 -0.0717
H 3.3282 2.8808 -2.2779 0.0702 -0.1074 -0.0115
H 1.7859 1.7254 -0.7224 0.0472 -0.2252 -0.3107
H 1.1384 1.7636 -2.3773 0.2089 0.0358 0.1406
H -2.1108 -0.5361 -1.4383 0.1374 0.2455 -0.0242
H -3.2742 -0.0155 -3.6595 0.0869 0.0437 -0.0083
H -0.9691 -0.8154 -3.6761 -0.0338 0.2271 0.1585
H -0.3377 0.8301 -3.5383 -0.2450 -0.0841 0.0494
H -2.3642 0.7999 -4.9342 -0.0695 -0.0526 0.0650
H -3.9079 2.3148 -3.6107 0.0966 0.0069 -0.0683
H -2.2415 2.8612 -3.6676 0.0355 -0.1407 0.0668
H -2.9676 3.1494 -1.3892 -0.0519 -0.2041 -0.0455
H -3.7236 1.5513 -1.3383 0.1452 0.0433 -0.0537
H -1.6510 1.4796 -0.0587 0.0577 -0.0541 -0.2238
H -0.7280 2.1794 -1.3878 -0.1928 -0.0238 0.0592
H -0.0271 -2.2554 -2.5421 0.0956 -0.2282 0.1003
H 2.0987 -2.8476 -1.1491 -0.2126 -0.0821 -0.0147
H 1.0197 -3.6637 -0.0337 -0.0497 0.0964 -0.1687
H 1.2904 -4.2369 -3.0459 0.0293 0.0446 0.1274
H 1.9016 -5.2577 -1.7463 -0.0880 -0.0231 -0.0784
H -0.3039 -5.8885 -1.0592 0.0106 0.0204 -0.0330
H -0.2980 -6.0226 -2.8159 0.0146 0.0015 0.1382
H -2.3802 -4.9509 -1.7610 0.1180 0.0254 -0.0514
H -1.6352 -4.0534 -3.0758 0.0253 0.0292 0.0648
H -2.2303 -2.5099 -1.2756 0.2274 -0.1379 0.0166
H -1.3642 -3.4410 -0.0801 0.0410 0.0678 -0.2029
Ru 0.0934 -0.3963 1.4538 1.2114 -2.1981 -1.7337
Cl -2.1467 -1.1641 1.2491 -0.6768 0.0131 0.0642
Cl 2.4425 -0.2033 1.4010 0.4040 0.3380 0.5002
C -0.5296 1.2179 2.1170 -1.6520 4.3030 2.2175
H -1.4066 0.9828 2.7934 0.8095 0.0966 -0.3488
C -0.3941 2.6725 2.0704 -1.6447 -2.4147 1.8037
C -1.1026 3.4557 3.0223 0.7586 -4.4980 -0.0252
C -1.1992 4.8248 2.8519 -0.3788 3.8567 0.0043
C -0.5936 5.4364 1.7405 1.0288 0.0452 -1.5115
C 0.1315 4.6716 0.8167 -1.0451 5.1708 0.0113
C 0.2843 3.3060 1.0161 1.2516 -3.2485 -0.2271
H -1.5863 2.9437 3.8521 0.0259 0.1177 -0.2222
H -1.7554 5.4342 3.5715 0.1657 -0.1320 -0.3248
H 0.5736 5.1427 -0.0669 -0.2175 -0.0329 0.3487
H 0.8973 2.6964 0.3598 -0.1659 0.2628 0.3265
H -0.6959 6.5144 1.5970 0.0406 -0.3061 -0.0080
C 2.1586 0.2973 4.9214 0.3657 0.1914 -0.1620
N 0.9211 -0.1208 5.5432 -0.6389 -0.2618 0.0593
C 0.5164 0.2258 6.8203 -0.3895 -0.2317 -0.4355
C -0.7202 -0.3026 7.0015 0.2797 0.0285 -0.3149
N -1.0564 -0.9770 5.8349 0.5638 0.3112 0.0541
C -2.3390 -1.5915 5.5459 -0.2556 -0.0381 0.0618
C -0.0235 -0.9004 4.9449 0.0551 0.1762 0.6828
Se 0.1443 -1.9187 3.4110 0.3027 -0.8123 0.9308
H 2.7188 -0.5784 4.5797 -0.1221 0.1690 -0.0390
H 2.7314 0.8503 5.6740 -0.0614 -0.1491 -0.1661
H 1.9628 0.9511 4.0612 -0.0327 -0.2917 0.1493
H 1.1559 0.8026 7.4647 -0.1256 0.0346 0.0228
H -1.3711 -0.2720 7.8536 -0.0992 0.0306 0.0305
H -2.8186 -1.8483 6.4956 0.1041 -0.0246 -0.1575
H -2.9887 -0.8960 4.9968 0.2600 -0.1872 0.0503
H -2.1798 -2.4860 4.9362 -0.0365 0.2275 0.1201
```
Forces are in eV/Å.

Calculated total energy: -137112.5988 eV
F_max: 5.3 eV/Å
Spin multiplicity: 6
Gap between HOMO and LUMO (alpha / beta): 3.694 / 4.501 eV
Charge: -1